The following is a quantum chemistry calculation of CH5NO2S in the gas phase at a distorted geometry, from OMol25.

relative energy (zero: lowest compared OMol25 entry of this formula, charge and spin): 236.8 kJ/mol
spin multiplicity: 1
largest force on an atom: 4.41 eV/Å
HOMO: -9.298 eV
total charge: 0

Each line ends with the Mulliken charge.
Positions of all 10 atoms, in Å:
S (-1.1307, -0.1533, -0.6243)  0.5261
O (-2.1952, -0.5387, 0.2994)  -0.5565
O (1.5381, -0.1994, -0.4226)  -0.4795
N (-0.7926, 1.5407, -0.0374)  -0.6252
C (0.4652, -0.8506, 0.0970)  -0.2673
H (-0.8815, 1.7687, 0.9546)  0.2681
H (0.4428, -1.9252, -0.1637)  0.3178
H (1.8912, -0.6671, -1.0974)  0.2970
H (0.1616, 1.7241, -0.2279)  0.2914
H (0.5011, -0.6993, 1.2223)  0.2282

Forces on atoms 1 to 3 (eV/Å):
S 1.1 2.8 2.9
O -0.6 -1.0 -0.2
O -0.4 2.9 2.4


The following is a quantum chemistry calculation of CH5NO2S2 in the gas phase at a distorted geometry, from OMol25.

relative energy (zero: lowest compared OMol25 entry of this formula, charge and spin): 204.4 kJ/mol
spin multiplicity: 1
largest force on an atom: 2.64 eV/Å
HOMO: -9.706 eV
SMILES string: NS(=O)(=O)CS
total charge: 0

Each line ends with the Mulliken charge.
Positions of all 11 atoms, in Å:
S (0.8669, 1.3248, -0.0142)  1.0664
S (2.2620, -1.4020, 0.0129)  -0.1310
O (1.5752, 2.2296, -0.8861)  -0.5900
O (1.4209, 1.2529, 1.3002)  -0.6191
N (-0.7705, 1.9203, -0.0318)  -0.5539
C (0.8353, -0.4398, -0.5394)  -0.6189
H (0.6837, -0.5763, -1.6527)  0.3284
H (2.0216, -0.7167, 1.0949)  0.1783
H (-1.3676, 1.4411, 0.6336)  0.2861
H (0.0318, -0.7105, 0.1371)  0.3679
H (-0.6108, 2.8244, 0.3342)  0.2857

Forces on atoms 1 to 3 (eV/Å):
S 1.0 1.3 -1.3
S -0.2 0.4 -0.9
O -0.8 -0.7 -0.2


The following is a quantum chemistry calculation of 2 unconnected molecules or ions with the total composition CH5NO2Si at a distorted geometry, from OMol25.

relative energy (zero: lowest compared OMol25 entry of this formula, charge and spin): 202.1 kJ/mol
spin multiplicity: 1
largest force on an atom: 4.80 eV/Å
HOMO (alpha / beta): -9.390 / -9.347 eV
total charge: 0

Each line ends with the Mulliken charge.
Positions of all 10 atoms, in Å:
Si (-0.1570, 0.2041, 0.2907)  0.4008
O (-1.9805, -2.1916, 1.7456)  -0.0110
O (-0.7383, -1.1631, -0.2434)  -0.5242
N (-1.8636, -2.6089, 0.7067)  0.5379
C (1.1244, 0.9365, -0.9533)  -0.9056
H (-1.0873, 1.2369, 0.2495)  -0.1572
H (0.7159, 1.0652, -1.8745)  0.3137
H (0.6376, 0.3809, 1.6939)  -0.1186
H (1.9946, 0.2030, -1.0478)  0.2118
H (1.3543, 1.9370, -0.5672)  0.2524

Forces on atoms 1 to 3 (eV/Å):
Si 3.3 1.6 0.5
O -0.1 -2.0 -2.9
O -1.5 -3.5 0.2